Molecular formula: C50H127N9O16
Method: DFT, the ωB97M-V functional and the def2-TZVPD basis

The energy above the lowest of the compared OMol25 structures with the same formula, charge and spin is 5.483 eV. Its structure (SMILES) is COC[C@H](C)N.COC[C@H](C)N.COCCNCCOC.COCCNCCOC.COCCNCCOC.COCCNCCOC.COCCNCCOC.COCCNCCOC.COCCNCCOC. The value obtained for the LUMO energy is 0.28 eV. The calculation puts the highest occupied orbital energy at -8.459 eV.

Each line ends with the Mulliken charge.
Positions of all 202 atoms, in Å:
C  -5.2095  -1.8826  -5.5824  -0.837
O  -4.3185  -1.2955  -6.5309  -0.265
C  -4.3055  -1.9550  -7.7973  -0.589
C  -3.0128  -1.5150  -8.5611  -0.614
N  -1.7710  -1.9288  -7.9933  -0.331
C  -0.6980  -1.1775  -8.6304  -0.595
C  0.7008  -1.5074  -8.1743  -0.372
O  1.6879  -0.6783  -8.8473  -0.323
C  3.0307  -1.0275  -8.4250  -0.675
H  -6.1935  -2.0386  -6.0245  0.355
H  -5.3586  -1.1334  -4.8048  0.252
H  -4.9274  -2.8266  -5.1162  0.312
H  -5.1004  -1.5897  -8.4475  0.328
H  -4.3648  -3.0216  -7.5806  0.395
H  -3.0490  -0.4373  -8.7202  0.352
H  -3.1579  -1.9254  -9.5604  0.364
H  -1.8236  -1.7111  -7.0085  0.253
H  -0.8550  -0.1140  -8.4504  0.371
H  -0.7178  -1.3812  -9.7010  0.273
H  0.7808  -2.5780  -8.3627  0.333
H  0.8512  -1.3201  -7.1111  0.200
H  3.2127  -0.8543  -7.3644  0.269
H  3.7146  -0.3610  -8.9506  0.250
H  3.2219  -2.0664  -8.6937  0.294
C  5.1778  5.4796  -0.0857  -0.739
O  4.6773  5.0720  1.1367  -0.320
C  3.8576  3.9371  1.2282  -0.691
C  3.1160  3.9124  2.5579  -0.368
N  2.0195  4.8448  2.5716  -0.363
C  1.2009  4.8284  3.8323  -0.785
C  2.0041  5.4087  5.0232  -0.281
O  1.1514  5.7209  6.1399  -0.301
C  1.7903  6.1530  7.3052  -0.756
H  4.4391  6.0589  -0.6395  0.274
H  5.5221  4.5886  -0.6107  0.317
H  6.0774  6.0899  -0.0062  0.241
H  4.4699  3.0387  1.1500  0.382
H  3.1562  3.9740  0.3947  0.385
H  3.6973  4.2651  3.4098  0.316
H  2.7541  2.9032  2.7542  0.317
H  2.3216  5.7558  2.2569  0.271
H  0.6846  3.8834  4.0011  0.299
H  0.3748  5.5204  3.6687  0.337
H  2.5479  6.3234  4.7868  0.308
H  2.7556  4.6471  5.2313  0.297
H  2.4136  7.0445  7.2357  0.308
H  2.3694  5.3499  7.7610  0.299
H  1.0086  6.4716  7.9947  0.252
C  -0.3014  7.2556  -5.6630  -0.786
O  -1.4895  7.1991  -4.8869  -0.285
C  -1.5164  8.1395  -3.7461  -0.619
C  -2.5899  7.8159  -2.7057  -0.524
N  -3.8704  7.8746  -3.4074  -0.299
C  -4.8796  7.3119  -2.5656  -0.855
C  -6.3676  7.2271  -3.2271  -0.562
O  -6.4024  6.5110  -4.5015  -0.361
C  -5.8503  5.2210  -4.4411  -0.574
H  -0.4296  6.5099  -6.4476  0.255
H  0.4675  6.8049  -5.0355  0.324
H  0.0589  8.2154  -6.0332  0.283
H  -1.5982  9.1320  -4.1891  0.310
H  -0.5327  7.9915  -3.3004  0.454
H  -2.4819  8.5409  -1.8990  0.300
H  -2.4445  6.8454  -2.2312  0.343
H  -3.9163  7.4470  -4.3213  0.313
H  -4.9750  7.9446  -1.6831  0.442
H  -4.6854  6.3199  -2.1577  0.403
H  -6.7446  8.2451  -3.3251  0.349
H  -7.0173  6.7864  -2.4710  0.371
H  -5.9959  4.7019  -5.3884  0.235
H  -6.3199  4.5761  -3.6985  0.286
H  -4.7746  5.2950  -4.2815  0.198
C  9.5764  1.4645  5.2716  -0.831
O  8.8607  0.6056  6.1019  -0.252
C  9.4653  0.4605  7.3731  -0.799
C  8.5120  -0.3907  8.2534  -0.354
N  7.3631  0.4856  8.5342  -0.406
C  6.3721  -0.2592  9.3345  -0.744
C  5.6629  -1.3262  8.4763  -0.570
O  5.0840  -0.6366  7.3264  -0.302
C  4.6445  -1.6058  6.3455  -0.822
H  9.7439  2.4811  5.6274  0.326
H  9.0227  1.6211  4.3458  0.257
H  10.5687  1.1236  4.9763  0.317
H  9.6344  1.4517  7.7939  0.388
H  10.4029  -0.0730  7.2171  0.433
H  9.0005  -0.7988  9.1382  0.407
H  8.2594  -1.2655  7.6542  0.207
H  6.8938  0.6674  7.6586  0.331
H  5.7883  0.4302  9.9444  0.364
H  6.8331  -0.9266  10.0627  0.310
H  4.8724  -1.8348  9.0281  0.505
H  6.3828  -2.0734  8.1424  0.318
H  3.9592  -2.3511  6.7492  0.326
H  5.4995  -2.1871  6.0003  0.313
H  4.2055  -1.2445  5.4155  0.278
C  7.2358  -4.6176  -0.5955  -0.768
O  6.9504  -5.6760  -1.4882  -0.275
C  7.6286  -5.5184  -2.7125  -0.606
C  7.4755  -6.8044  -3.5961  -0.670
N  6.0555  -7.0079  -3.9741  -0.380
C  5.6861  -8.2694  -4.5936  -0.690
C  4.1545  -8.4455  -4.4374  -0.520
O  3.8430  -8.4891  -3.0667  -0.347
C  4.2140  -9.6291  -2.3630  -0.681
H  8.2508  -4.7871  -0.2360  0.300
H  6.5279  -4.5010  0.2251  0.250
H  7.1528  -3.6545  -1.0991  0.307
H  8.7009  -5.3985  -2.5580  0.444
H  7.3141  -4.6817  -3.3362  0.348
H  7.8371  -7.6494  -3.0100  0.371
H  8.1901  -6.7433  -4.4169  0.393
H  5.4463  -7.0530  -3.1698  0.319
H  6.2719  -9.0944  -4.1882  0.341
H  5.9578  -8.2840  -5.6491  0.387
H  3.8000  -9.3543  -4.9237  0.402
H  3.6310  -7.6275  -4.9323  0.267
H  5.3006  -9.7151  -2.3697  0.272
H  3.7457  -10.5327  -2.7531  0.307
H  3.7672  -9.6217  -1.3689  0.227
C  0.4262  -11.9960  12.0196  -0.763
O  -0.2241  -10.8874  11.3756  -0.316
C  -1.5122  -10.5216  12.0038  -0.490
C  -1.9593  -9.1982  11.4224  -0.765
N  -1.9442  -9.1773  9.9468  -0.365
C  -1.8837  -7.7612  9.5190  -0.599
C  -1.8298  -7.7272  7.9533  -0.690
O  -0.5499  -8.1366  7.5317  -0.325
C  -0.5079  -8.4100  6.1255  -0.738
H  -0.3221  -12.7825  12.1174  0.317
H  0.7169  -11.7968  13.0511  0.284
H  1.2236  -12.4209  11.4100  0.252
H  -1.3814  -10.5023  13.0858  0.401
H  -2.2965  -11.2359  11.7534  0.307
H  -1.5030  -8.3705  11.9653  0.387
H  -2.9889  -9.0590  11.7519  0.325
H  -1.0798  -9.6368  9.6983  0.327
H  -1.0368  -7.2396  9.9649  0.385
H  -2.8479  -7.3378  9.8004  0.362
H  -2.0177  -6.7331  7.5475  0.485
H  -2.6979  -8.2461  7.5467  0.379
H  0.5449  -8.4322  5.8441  0.231
H  -1.0317  -7.6517  5.5434  0.312
H  -0.9261  -9.3997  5.9416  0.298
C  -5.1193  6.9516  6.2972  -0.716
O  -6.3003  7.7299  6.0157  -0.372
C  -6.7398  7.5587  4.6813  -0.637
C  -7.4664  6.2433  4.4608  -0.532
N  -6.6347  5.1338  3.9506  -0.391
C  -7.5304  3.9471  3.8252  -0.661
C  -6.6522  2.8272  3.2059  -0.656
O  -5.8286  2.2048  4.1652  -0.319
C  -4.7678  1.4293  3.5839  -0.721
H  -4.7709  7.4259  7.2147  0.257
H  -4.2879  7.0173  5.5954  0.348
H  -5.3646  5.9008  6.4519  0.245
H  -5.9995  7.7369  3.9014  0.369
H  -7.4588  8.3692  4.5616  0.344
H  -8.2547  6.2952  3.7098  0.445
H  -7.9120  5.9240  5.4029  0.356
H  -5.9956  4.9217  4.7034  0.196
H  -8.3667  4.1664  3.1614  0.454
H  -7.8957  3.6918  4.8199  0.383
H  -6.0518  3.2496  2.4002  0.330
H  -7.3565  2.1302  2.7518  0.424
H  -4.1810  2.0131  2.8747  0.311
H  -5.1584  0.5372  3.0944  0.295
H  -4.1304  1.0324  4.3740  0.247
C  -6.8733  2.8454  -12.5730  -1.295
C  -6.4074  4.2852  -12.9060  0.338
C  -4.9783  4.4725  -12.2861  -0.681
O  -5.0383  4.2685  -10.9194  -0.256
C  -3.9392  4.7638  -10.1964  -0.732
N  -6.3698  4.3853  -14.3765  -0.735
H  -7.0580  2.7021  -11.5084  0.306
H  -6.0513  2.1734  -12.8199  0.313
H  -7.7527  2.5409  -13.1404  0.396
H  -7.0884  5.0231  -12.4819  0.309
H  -4.6178  5.4858  -12.4631  0.362
H  -4.2857  3.7638  -12.7401  0.313
H  -3.6465  5.7834  -10.4473  0.304
H  -3.1230  4.0817  -10.4342  0.302
H  -4.2265  4.7948  -9.1454  0.223
H  -5.9298  3.5931  -14.8225  0.272
H  -7.3314  4.3484  -14.6834  0.262
C  -0.7924  -3.6521  -1.8371  -1.175
C  0.5877  -2.9802  -2.2089  0.291
C  0.5751  -1.4470  -2.0944  -0.712
O  -0.4478  -1.0170  -2.9572  -0.199
C  -0.3379  0.3481  -3.3751  -0.857
N  1.5267  -3.6700  -1.2687  -0.668
H  -0.7066  -4.7386  -1.8560  0.415
H  -1.4763  -3.2512  -2.5852  0.273
H  -1.1378  -3.2288  -0.8939  0.286
H  0.8026  -3.1361  -3.2661  0.204
H  1.5808  -1.0881  -2.3131  0.378
H  0.3881  -1.0469  -1.0979  0.366
H  -1.0344  0.5837  -4.1797  0.256
H  0.6410  0.5267  -3.8201  0.327
H  -0.4789  1.1185  -2.6170  0.314
H  2.4554  -3.3076  -1.4311  0.241
H  1.4129  -4.6216  -1.5873  0.262

Atomic forces in eV per Å
-0.537 0.945 -0.291
-0.114 -0.454 0.329
1.601 0.944 0.279
-1.872 -0.696 -0.114
0.600 -0.507 0.214
0.260 0.760 0.053
0.504 0.221 0.196
-0.060 -1.006 0.586
-0.935 0.418 -0.679
-0.163 -0.055 -0.225
0.184 -0.098 0.095
0.648 -0.089 -0.250
-0.538 -0.263 0.210
0.081 -0.209 -0.597
-0.219 0.447 0.255
0.305 -0.250 -0.221
0.239 0.036 0.270
-0.052 0.427 -0.365
-0.209 0.169 -0.110
0.806 -0.192 -0.075
-0.276 -0.189 0.322
-0.337 -0.162 0.248
-0.124 -0.133 -0.208
0.217 -0.055 0.115
0.208 -0.717 -0.733
0.289 1.127 2.077
0.173 -0.006 -0.132
0.091 0.844 0.256
-2.148 -0.769 0.146
0.478 2.392 -0.974
-0.437 -0.601 0.520
0.048 -0.463 -1.117
-0.210 0.029 0.627
-0.121 -0.169 -0.364
-0.201 -0.039 -0.692
-0.136 0.154 0.646
0.126 -0.238 -0.142
-0.400 -0.320 0.000
1.313 -0.877 -0.214
-0.055 -0.047 -0.030
-0.132 0.138 0.443
0.707 -0.292 0.127
-0.103 0.126 -0.137
-0.026 0.099 -0.597
0.189 -0.024 0.838
0.345 0.058 -0.700
0.144 -0.073 0.095
-0.145 -0.338 0.058
-0.012 -1.424 1.049
-1.031 1.026 0.601
1.285 -1.448 -0.895
0.277 -0.032 -2.356
-0.548 0.210 0.984
-2.895 0.057 -0.396
2.162 -0.131 0.207
-0.400 1.185 1.189
0.252 -0.169 -0.144
-0.165 0.441 -0.348
0.620 0.273 0.078
-0.507 0.236 -0.004
-0.201 0.198 0.393
0.191 0.483 0.354
-0.434 0.343 -0.095
0.317 -0.378 -0.134
0.716 -0.114 -0.044
-0.227 0.153 0.135
0.493 -0.433 -0.130
0.111 -0.102 -0.819
-0.042 -0.586 -0.072
-0.126 0.387 -0.201
0.009 0.115 0.419
0.156 -0.301 0.232
0.095 0.682 -1.142
-0.243 0.192 0.042
-0.195 -1.058 0.232
0.438 1.478 -1.455
0.017 -1.381 1.368
0.299 -0.944 -0.333
-1.035 1.773 -0.604
-0.380 -1.360 -0.419
0.777 -0.471 0.314
-0.227 0.107 0.788
-0.204 -0.346 0.005
0.187 -0.570 0.183
0.080 -0.021 0.303
0.392 0.042 0.231
-0.042 0.567 0.276
-0.143 -0.187 -0.227
0.104 0.228 -0.313
-0.616 -0.113 -0.540
0.702 0.385 0.352
-0.118 -0.066 0.111
0.076 -0.009 -0.114
-0.273 0.177 0.381
0.379 -0.074 0.064
-0.075 0.972 0.491
0.222 0.282 -0.359
-0.695 0.154 -0.230
0.343 -1.580 -1.202
-1.032 0.288 1.400
0.298 0.146 -0.356
0.162 0.192 -1.004
1.325 -0.774 -0.114
-1.233 1.237 0.213
-0.167 -0.678 -0.051
0.089 0.421 0.346
-0.062 -0.860 0.007
0.350 0.168 -0.288
0.280 0.099 0.285
-0.485 0.377 0.342
0.090 -0.290 0.339
-0.514 0.257 -0.486
0.460 0.853 0.785
-0.187 -0.467 0.385
-0.161 0.175 -0.285
0.156 -0.313 -0.115
0.036 0.244 0.473
0.013 -0.352 0.444
0.218 -0.255 -0.715
0.478 0.693 0.192
-1.653 -0.134 -0.165
-0.462 0.029 0.856
1.279 -0.370 -1.102
-0.884 -0.176 0.465
0.586 0.756 1.246
-0.589 -1.256 -1.939
-0.037 0.973 1.238
-0.317 -0.429 -0.674
0.402 -0.201 0.850
-0.091 -0.397 -0.049
0.449 0.439 -0.057
0.096 0.595 0.010
-0.070 0.219 0.080
0.262 -0.570 -0.057
0.949 0.301 -0.524
-0.425 -0.217 -0.059
0.248 -0.009 -0.373
-0.021 0.277 -0.034
0.155 0.412 0.198
0.197 0.657 0.329
0.276 -1.060 -0.002
-0.067 0.083 -0.039
-0.067 0.092 -0.014
-0.215 -0.013 -0.183
-0.572 0.899 0.974
1.509 -0.710 -0.910
-1.366 0.442 -0.019
0.399 -0.745 -0.487
-0.979 0.288 0.243
2.516 0.024 -0.209
-1.229 0.166 0.115
0.660 -0.132 0.007
-0.684 -0.070 0.382
0.187 -0.548 0.204
-0.324 0.256 -0.564
-0.001 -0.071 0.168
0.566 -0.204 0.220
-0.201 -0.003 -0.091
-0.201 0.646 0.124
-0.378 0.286 0.296
0.417 -0.340 -0.106
0.086 0.087 -0.023
-0.311 -0.464 -0.015
0.066 0.222 -0.038
0.089 -0.609 -0.085
0.035 0.101 -0.012
-0.240 0.028 -0.357
-0.037 0.452 0.176
0.242 0.364 0.740
0.981 -1.891 -0.054
-0.982 0.579 -0.890
-1.020 0.202 0.961
-0.075 -0.417 -0.186
-0.107 1.137 0.270
-0.125 0.040 0.037
0.008 -0.153 -0.175
-0.046 0.165 0.008
0.075 0.110 -0.195
0.038 0.182 -0.403
0.185 -0.179 -0.336
-0.115 0.172 -0.422
0.551 0.158 0.595
0.229 -0.420 -0.019
0.267 -0.215 0.306
-0.106 0.163 -0.227
0.760 2.060 -1.208
-1.040 -0.609 1.761
-0.188 -0.732 0.736
-0.039 1.286 -0.705
0.437 -0.185 -0.512
-0.783 1.339 -1.019
-0.216 0.148 0.086
-0.385 -0.594 -0.081
0.191 -0.472 0.241
0.126 -0.405 -0.157
0.152 0.294 -0.730
-0.215 -0.361 0.455
-0.341 -0.524 0.158
0.338 -0.069 0.069
-0.109 -0.334 0.567
0.421 -0.516 -0.052
0.896 -0.337 0.355